# 1
A structure of composition C43H55N5P2S2Si2Tl, computed with wB97M-V/def2-TZVPD.

Properties
Calculated total energy in a.u.: -4176.1318
Frontier orbital gap in eV: 6.4
Relative energy (zero: lowest compared OMol25 entry of this formula, charge and spin) in kJ/mol: 0.00

```
! wB97M-V def2-TZVPD RIJCOSX def2/J DEFGRID3
* xyz -1 1
Tl 1.090 -0.654 0.351
C 1.395 1.292 -4.745
Si 1.953 0.894 -2.990
C 3.023 -0.662 -3.063
C 3.071 2.312 -2.449
N 0.696 0.555 -1.917
P -0.552 1.341 -1.283
C -0.992 0.836 0.258
P -1.999 -0.492 0.490
N -1.428 -1.896 0.001
Si -1.475 -3.512 0.468
C -0.848 -3.823 2.218
C -3.181 -4.315 0.351
C -0.326 -4.453 -0.693
C -2.363 -0.637 2.287
C -3.529 -1.227 2.772
C -3.700 -1.447 4.132
C -2.704 -1.083 5.029
C -1.537 -0.499 4.556
C -1.374 -0.282 3.196
C -3.697 -0.251 -0.163
C -4.502 0.774 0.334
C -5.789 0.957 -0.145
C -6.281 0.127 -1.147
C -5.480 -0.882 -1.660
C -4.196 -1.074 -1.163
C -0.071 3.111 -1.235
C -0.308 4.006 -2.274
C 0.205 5.297 -2.227
C 0.970 5.704 -1.144
C 1.222 4.813 -0.107
C 0.705 3.528 -0.155
C -1.918 1.328 -2.498
C -3.017 2.175 -2.364
C -4.071 2.109 -3.261
C -4.042 1.187 -4.300
C -2.959 0.331 -4.434
C -1.902 0.404 -3.535
H 2.252 1.409 -5.415
H 0.821 2.223 -4.767
H 0.756 0.501 -5.144
H 3.955 -0.523 -3.617
H 2.466 -1.488 -3.512
H 3.259 -0.942 -2.032
H 3.970 2.378 -3.069
H 3.380 2.183 -1.408
H 2.544 3.267 -2.515
H -1.475 -3.319 2.958
H 0.171 -3.445 2.341
H -0.844 -4.892 2.451
H -3.883 -3.835 1.037
H -3.135 -5.378 0.605
H -3.590 -4.225 -0.658
H 0.614 -3.898 -0.748
H -0.739 -4.505 -1.704
H -0.117 -5.471 -0.351
H -4.312 -1.518 2.080
H -4.613 -1.905 4.493
H -2.838 -1.255 6.090
H -0.751 -0.209 5.245
H -0.468 0.172 2.821
H -4.108 1.425 1.107
H -6.409 1.750 0.256
H -7.284 0.273 -1.529
H -5.855 -1.522 -2.450
H -3.560 -1.862 -1.548
H -0.898 3.694 -3.128
H 0.008 5.985 -3.041
H 1.372 6.709 -1.109
H 1.824 5.119 0.740
H 0.910 2.824 0.643
H -3.045 2.885 -1.545
H -4.924 2.765 -3.141
H -4.870 1.129 -4.997
H -2.938 -0.396 -5.237
H -1.052 -0.263 -3.619
S 2.887 1.768 5.119
C 2.726 1.125 3.509
N 1.721 1.537 2.825
C 0.946 2.415 3.576
C -0.266 2.967 3.152
C -0.935 3.806 4.017
C -0.425 4.093 5.291
C 0.756 3.531 5.732
C 1.435 2.680 4.861
H 3.445 0.403 3.141
H -0.668 2.674 2.186
H -1.881 4.236 3.715
H -0.977 4.752 5.950
H 1.135 3.734 6.725
C 5.059 0.346 0.322
C 5.869 -0.941 0.350
N 5.086 -2.106 -0.032
C 4.335 -2.819 0.838
S 4.363 -2.598 2.503
N 3.534 -3.757 0.289
C 3.565 -4.215 -1.089
C 4.805 -5.037 -1.428
H 5.666 1.192 0.650
H 4.194 0.253 0.979
H 4.692 0.563 -0.683
H 6.255 -1.133 1.349
H 6.716 -0.880 -0.337
H 4.819 -2.149 -1.005
H 2.981 -4.266 0.959
H 3.463 -3.363 -1.768
H 2.665 -4.809 -1.237
H 5.716 -4.458 -1.273
H 4.773 -5.358 -2.470
H 4.858 -5.923 -0.795
*
```

# 2
A structure of composition C43H56BBrInN9O6PS4Se, computed with wB97M-V/def2-TZVPD.

Properties
Calculated total energy in a.u.: -9740.8336
Frontier orbital gap in eV: 6.3
Relative energy (zero: lowest compared OMol25 entry of this formula, charge and spin) in kJ/mol: 158.19

```
! wB97M-V def2-TZVPD RIJCOSX def2/J DEFGRID3
* xyz 1 1
In 0.124 -0.414 -0.146
C 1.608 5.068 1.060
C 0.300 4.832 0.383
C -0.759 5.674 0.504
C -2.006 5.381 -0.130
N -2.143 4.323 -0.861
N -1.079 3.517 -1.037
B -1.284 2.463 -2.036
N -0.403 2.419 -3.211
N 0.043 3.631 -3.593
C 0.708 3.740 -4.695
C 0.969 2.593 -5.507
C 0.578 1.359 -5.100
C 0.871 0.117 -5.874
C -0.119 1.251 -3.847
S -0.524 -0.201 -3.119
C 1.193 5.149 -5.029
C 1.864 5.209 -6.400
C -0.007 6.106 -5.004
C 2.198 5.555 -3.939
N -2.638 1.883 -2.155
N -3.187 2.147 -3.357
C -4.437 1.871 -3.544
C -5.207 1.252 -2.515
C -4.653 0.960 -1.311
C -5.417 0.307 -0.208
C -3.274 1.306 -1.112
S -2.444 1.024 0.325
C -5.066 2.271 -4.869
C -4.016 2.868 -5.807
C -6.144 3.326 -4.576
C -5.701 1.039 -5.528
C 0.132 3.659 -0.426
S 1.274 2.454 -0.611
C -3.252 6.254 -0.002
C -2.979 7.533 0.787
C -4.335 5.427 0.709
C -3.737 6.619 -1.414
H 1.600 6.011 1.604
H 2.415 5.075 0.325
H 1.824 4.253 1.753
H -0.661 6.570 1.103
H 1.500 2.703 -6.442
H 1.387 0.345 -6.804
H -0.055 -0.420 -6.086
H 1.487 -0.554 -5.273
H 1.170 4.916 -7.192
H 2.746 4.567 -6.446
H 2.186 6.231 -6.599
H -0.718 5.856 -5.795
H 0.333 7.132 -5.160
H -0.523 6.047 -4.047
H 3.043 4.864 -3.912
H 1.716 5.539 -2.960
H 2.579 6.560 -4.131
H -6.245 1.006 -2.702
H -6.472 0.227 -0.463
H -5.303 0.874 0.716
H -5.019 -0.692 -0.016
H -3.539 3.738 -5.355
H -4.492 3.172 -6.740
H -3.235 2.139 -6.031
H -5.702 4.208 -4.107
H -6.920 2.938 -3.915
H -6.617 3.634 -5.510
H -4.962 0.246 -5.660
H -6.093 1.312 -6.508
H -6.528 0.644 -4.935
H -2.675 7.317 1.814
H -3.893 8.125 0.830
H -2.208 8.141 0.309
H -4.017 5.155 1.718
H -4.532 4.509 0.152
H -5.259 6.004 0.780
H -2.986 7.213 -1.941
H -4.656 7.204 -1.351
H -3.930 5.717 -1.993
C -2.880 -3.651 2.982
O -2.607 -2.701 4.022
P -1.500 -1.544 3.768
O -1.919 -0.571 4.985
C -2.901 0.442 4.744
O -0.149 -2.185 4.494
C -0.194 -2.669 5.853
H -3.776 -4.190 3.275
H -2.057 -4.357 2.860
H -3.051 -3.151 2.025
H -2.566 1.132 3.966
H -3.025 0.983 5.678
H -3.856 0.002 4.451
H 0.587 -3.419 5.953
H -1.163 -3.117 6.061
H -0.010 -1.845 6.537
O 1.885 -3.874 0.979
C 0.963 -4.021 0.070
N -0.256 -3.628 0.284
S -1.158 -3.711 -1.092
O -2.336 -4.491 -0.901
O -1.319 -2.352 -1.566
C 0.088 -4.569 -2.036
C 0.013 -5.186 -3.263
C 1.144 -5.866 -3.708
C 2.307 -5.895 -2.945
C 2.367 -5.271 -1.704
C 1.232 -4.626 -1.249
H -0.899 -5.146 -3.843
H 1.106 -6.394 -4.651
H 3.172 -6.427 -3.315
H 3.267 -5.307 -1.104
Br 1.670 1.220 2.593
C 3.268 0.824 1.642
C 4.459 1.385 2.071
C 5.602 1.070 1.355
C 5.496 0.235 0.252
C 4.250 -0.266 -0.081
N 3.145 0.021 0.610
H 4.480 2.043 2.927
H 6.560 1.469 1.658
H 6.365 -0.023 -0.337
H 4.120 -0.922 -0.934
Se 1.028 -3.148 2.557
C 2.660 -3.011 3.398
N 3.681 -2.935 3.925
*
```